Formula: C4H16N2O2
Source: the OMol25 dataset
Level of theory: the ωB97M-V functional and the def2-TZVPD basis

CARTESIAN COORDINATES (ANGSTROEM)
C: -1.36405 0.86516 -0.36601
C: 0.04619 1.39001 -0.66862
C: 0.26818 2.93136 -0.15036
N: 1.12156 0.59532 -0.00570
C: 1.24737 -0.74800 0.21969
N: 1.83192 -1.51275 -0.93413
H: -2.10144 1.54127 -0.90806
H: -1.70788 0.98320 0.78265
H: -1.52628 -0.15558 -0.80880
H: 0.20236 1.44200 -1.69502
H: -0.33151 3.24988 0.60989
H: 0.22733 3.43198 -1.13970
H: 1.26310 3.15017 0.27294
H: 1.98062 1.08918 0.24875
H: 0.31517 -1.19548 0.62637
H: 1.97868 -0.90475 1.01064
H: 1.19498 -2.20972 -1.16018
H: 2.33369 -0.91913 -1.54160
H: -1.11164 -3.28613 0.63068
H: -1.13154 -3.27155 -0.86253
O: -0.56304 -3.51472 -0.10681
H: -1.65735 -0.53945 2.50931
H: -0.94966 -1.02092 1.41038
O: -1.56679 -1.39138 2.02622

Output
**Net charge**: 0
**Frontier orbital gap**: 8.909 eV

=====

Formula: C3HAgLiO4
Source: the OMol25 dataset
Level of theory: the ωB97M-V functional and the def2-TZVPD basis

CARTESIAN COORDINATES (ANGSTROEM)
O: 1.96574 0.94366 -0.01425
C: 1.68399 -0.21175 -0.41459
O: 0.42207 -0.67709 -0.16697
O: 2.57148 -1.05375 -0.07905
Ag: 0.45495 2.32643 0.19407
C: -0.50120 0.26176 0.04557
C: -1.80396 -0.13282 0.06089
O: -2.93602 -0.27986 0.05922
Li: -5.08912 -0.85939 -0.10604
H: 3.23205 -0.31719 0.42115

Output
**Net charge**: +3
**Spin multiplicity**: 3
**Frontier orbital gap (spin up / spin down)**: 9.814 / 7.471 eV
**Expectation value of S²**: 2.014

=====

Formula: C50H104F16O22P6Pt
Source: the OMol25 dataset
Level of theory: the ωB97M-V functional and the def2-TZVPD basis

CARTESIAN COORDINATES (ANGSTROEM)
C: 0.06463 6.26331 4.53965
C: 0.89382 5.55024 5.62580
C: 1.38848 4.11383 5.37141
C: 0.25458 3.20546 4.89395
P: 0.62531 1.36548 4.51809
C: -0.78443 0.29933 4.34705
C: -1.90682 0.65582 5.29630
C: -3.05198 -0.31019 5.38257
C: -3.91895 -0.04240 6.61268
C: 1.35758 0.82808 6.16838
C: 2.02115 -0.59620 6.27899
C: 2.79490 -0.85146 7.59172
C: 1.89179 -1.45038 8.67969
C: 1.92547 0.78005 3.30572
C: 3.33555 1.29195 3.59497
C: 4.38552 0.50723 2.80283
C: 5.85494 0.87417 2.78405
H: -1.01430 6.11034 4.51520
H: 0.35286 5.94991 3.53625
H: 0.01504 7.35219 4.53698
H: 0.26131 5.50182 6.51220
H: 1.83288 6.10366 5.62370
H: 1.76780 3.72234 6.31531
H: 2.19803 4.06290 4.64330
H: -0.02665 3.44306 3.86801
H: -0.63521 3.40814 5.48999
H: -0.40871 -0.71194 4.50281
H: -1.17856 0.34112 3.33166
H: -2.23502 1.68525 5.15256
H: -1.36128 0.61459 6.23905
H: -2.66507 -1.32580 5.29938
H: -3.66519 -0.12295 4.50108
H: -3.47033 -0.46565 7.51140
H: -4.90125 -0.51458 6.62862
H: -4.06291 1.02006 6.80900
H: 0.66307 0.82241 7.00845
H: 2.16318 1.53607 6.36301
H: 2.77573 -0.73066 5.50399
H: 1.22497 -1.29712 6.02822
H: 3.09816 0.11467 7.99511
H: 3.66604 -1.48930 7.44213
H: 2.00596 -2.52621 8.54687
H: 0.84571 -1.16259 8.57482
H: 2.32760 -1.19769 9.64629
H: 1.52906 1.26043 2.41118
H: 1.96492 -0.30899 3.32911
H: 3.44533 1.02604 4.64632
H: 3.46398 2.33839 3.31822
H: 4.11901 0.60330 1.75029
H: 4.25221 -0.57015 2.90075
H: 6.18770 1.55635 3.56635
H: 5.92312 1.56403 1.94288
H: 6.50316 0.02355 2.57344
Pt: -1.37111 -0.27201 -1.15309
P: -0.76131 1.18575 0.53212
O: 0.34303 0.27733 0.02207
O: -1.85777 0.04500 0.77635
O: -1.34270 1.71861 -0.77629
O: -0.44484 2.13443 1.76144
C: 2.64858 -1.84869 0.49408
C: 3.66133 -2.66107 -0.35941
O: 4.66073 -3.42735 0.36230
P: 6.03730 -3.97428 -0.34674
O: 6.98618 -4.77384 0.47987
O: 5.37956 -4.73012 -1.59494
C: 6.16740 -5.83628 -2.13336
C: 7.49058 -5.42490 -2.79947
O: 6.75201 -2.60717 -0.88344
C: 7.42823 -1.65871 -0.08005
C: 6.73053 -0.33664 -0.35118
H: 1.58019 -1.80594 0.28239
H: 2.73258 -1.98257 1.57256
H: 2.93711 -0.79796 0.46582
H: 3.09981 -3.35225 -0.98796
H: 4.05531 -1.94723 -1.08282
H: 6.32489 -6.49591 -1.28002
H: 5.38689 -6.30242 -2.73471
H: 8.00367 -6.32590 -3.13569
H: 7.34007 -4.66593 -3.56720
H: 8.28170 -5.02664 -2.16415
H: 7.25828 -1.89491 0.97039
H: 8.51713 -1.70712 -0.08714
H: 7.30989 0.52536 -0.02042
H: 6.73383 -0.18113 -1.43002
H: 5.75164 -0.19042 0.10543
C: 3.95223 -1.51061 -4.62340
C: 2.66951 -1.61962 -3.84227
O: 1.54319 -1.65869 -4.71617
P: 0.26225 -0.62797 -4.36662
O: -0.12341 -0.54543 -2.92182
O: 0.57921 0.77634 -5.14841
C: 1.33282 1.68957 -4.44613
C: 1.50376 2.74923 -5.51443
O: -0.96189 -1.19496 -5.29638
C: -1.00065 -0.90762 -6.68671
C: 0.26295 -1.18372 -7.52447
H: 4.81527 -1.63467 -3.96930
H: 3.87538 -2.20061 -5.46370
H: 4.10733 -0.49004 -4.97337
H: 2.74595 -2.53487 -3.25527
H: 2.71631 -0.72245 -3.22502
H: 0.78948 2.14796 -3.61984
H: 2.29303 1.23633 -4.19982
H: 1.96086 3.70921 -5.27442
H: 2.18227 2.40451 -6.29474
H: 0.55852 2.73594 -6.05704
H: -1.73173 -1.52671 -7.20666
H: -1.34268 0.12002 -6.80953
H: 0.87603 -1.95760 -7.06260
H: -0.02986 -1.39524 -8.55288
H: 0.80607 -0.25619 -7.70553
C: -5.42333 -3.03857 -4.81623
C: -4.55260 -2.05277 -4.07275
O: -4.31822 -0.87950 -4.82759
P: -3.73890 0.41910 -3.93909
O: -2.84982 0.01031 -2.78752
O: -5.08475 1.12717 -3.34271
C: -4.87445 2.28110 -2.47455
C: -6.20868 2.92093 -2.45965
O: -3.12462 1.52268 -4.98795
C: -3.98833 2.10934 -6.01345
C: -3.21857 2.54069 -7.30639
H: -4.96179 -3.14997 -5.79738
H: -5.45680 -3.99933 -4.30249
H: -6.41592 -2.61181 -4.96014
H: -5.12413 -1.72909 -3.20287
H: -3.59239 -2.40800 -3.69869
H: -4.41535 1.98488 -1.53137
H: -4.14274 2.93817 -2.94460
H: -6.56154 3.45123 -1.57515
H: -6.33091 3.64157 -3.26826
H: -6.97384 2.14492 -2.48068
H: -4.68956 1.34953 -6.35849
H: -4.48966 2.97746 -5.58547
H: -2.42434 3.26260 -7.11626
H: -2.66899 1.67556 -7.67734
H: -3.98377 2.74738 -8.05463
C: -3.76226 -6.68941 -0.75068
C: -3.29150 -5.61780 0.23465
O: -3.11946 -4.42952 -0.54193
P: -1.67197 -3.71480 -0.73418
O: -1.81692 -2.32484 -1.31802
O: -0.84413 -4.75983 -1.73046
C: -0.20288 -4.32300 -2.94159
C: -0.83192 -5.14247 -4.09359
O: -0.79294 -3.79937 0.60220
C: -0.98472 -3.15491 1.87437
C: -0.82736 -4.19943 2.91352
H: -3.86389 -7.63280 -0.21421
H: -4.76024 -6.49029 -1.14117
H: -3.01582 -6.74834 -1.54281
H: -4.07023 -5.25660 0.90638
H: -2.40151 -5.83244 0.82621
H: -0.44668 -3.29151 -3.19593
H: 0.86906 -4.47856 -2.81981
H: -1.01622 -4.58873 -5.01419
H: -0.34179 -6.08937 -4.31998
H: -1.83855 -5.48547 -3.85449
H: -0.13119 -2.47727 1.89446
H: -1.90732 -2.58075 1.78932
H: 0.17580 -4.62312 2.96088
H: -1.11527 -3.69050 3.83340
H: -1.57120 -4.97286 2.72218
C: -4.44683 1.36724 1.93688
C: -5.51944 0.27341 1.86252
C: -5.13308 -0.87161 0.92816
F: -6.03378 -1.79386 0.65087
F: -4.94015 -0.29397 -0.27756
F: -5.77977 -0.11256 3.16514
F: -6.65570 0.89130 1.56894
O: -4.85070 2.55663 2.62021
C: -4.28469 3.79315 1.96376
C: -2.76888 4.00672 2.18685
F: -2.25955 5.21725 2.13817
F: -2.33311 3.41614 3.37395
F: -4.56512 3.82077 0.65986
F: -4.90618 4.84493 2.38337
H: -3.99754 1.44143 0.94656
H: -3.64582 0.97339 2.56245
H: -4.16996 -1.33640 1.13899
H: -2.16219 3.56560 1.39600
C: 0.36598 4.24950 -1.48278
C: -0.58180 4.88231 -2.48900
C: -2.04803 4.44001 -2.28537
F: -2.42741 4.71545 -1.07733
F: -2.93226 5.08001 -3.16473
F: -0.43915 6.18671 -2.45758
F: -0.16349 4.44941 -3.69690
O: 1.64566 4.95631 -1.45702
C: 2.16948 5.11265 -0.13180
C: 2.49197 3.68497 0.46988
F: 3.17339 2.87972 -0.33810
F: 3.13694 3.79181 1.58496
F: 3.36806 5.70620 -0.36859
F: 1.43508 5.95891 0.49358
H: 0.46099 3.18785 -1.71080
H: -0.08656 4.19891 -0.49246
H: -2.09005 3.36730 -2.47413
H: 1.61190 3.06828 0.65228

Output
**Net charge**: 0
**Spin multiplicity**: 3
**Frontier orbital gap (spin up / spin down)**: 5.411 / 7.329 eV
**Expectation value of S²**: 2.005

=====

Formula: C20H28FN5O3S
Source: the OMol25 dataset
Level of theory: the ωB97M-V functional and the def2-TZVPD basis

CARTESIAN COORDINATES (ANGSTROEM)
C: 3.32151 1.16296 3.66101
N: 1.99466 1.74274 3.55002
C: 1.57768 2.28955 4.82788
H: 0.54393 2.62471 4.77493
H: 1.64191 1.50691 5.58221
H: 2.20605 3.13460 5.14829
C: 1.95768 2.73107 2.48153
H: 2.40533 2.27134 1.59759
C: 0.52773 3.15592 2.13166
N: -0.30838 2.00376 1.89948
C: -0.74664 1.65567 0.68366
O: -0.57193 2.33044 -0.32158
C: -1.47724 0.36506 0.67142
C: -1.72711 -0.59409 -0.28851
C: -2.33992 -1.65190 0.46658
N: -2.46456 -1.30317 1.71893
O: -1.93482 -0.07334 1.86225
C: -2.65118 -3.01817 0.00747
H: -3.55895 -3.40419 0.46475
H: -2.68594 -3.06440 -1.07901
S: -1.30656 -4.15572 0.59166
C: 0.04820 -2.99221 0.49677
C: 0.40647 -2.29139 1.63995
C: 1.32816 -1.26336 1.55864
C: 1.89016 -0.98116 0.32561
C: 1.58410 -1.70394 -0.81261
C: 0.65059 -2.72198 -0.72166
H: 0.36404 -3.28053 -1.59809
H: 2.05614 -1.46085 -1.75128
F: 2.76658 0.04597 0.23376
H: 1.59589 -0.67535 2.42247
H: -0.06562 -2.53236 2.58005
C: -1.46183 -0.65242 -1.75159
O: -1.61580 -1.69119 -2.37780
N: -1.07555 0.49892 -2.31580
C: -0.69045 0.56089 -3.70517
C: 0.77249 1.03940 -3.87988
N: 0.96371 2.42533 -4.23824
C: 0.55172 2.74812 -5.58543
H: 1.00909 2.04507 -6.27991
H: -0.53907 2.72703 -5.73365
H: 0.90466 3.75090 -5.82513
C: 0.43839 3.36339 -3.27002
H: 0.77729 3.08648 -2.27448
H: -0.65999 3.41351 -3.26047
H: 0.82135 4.35649 -3.50542
H: 1.30573 0.86765 -2.93989
H: 1.25393 0.43858 -4.65524
H: -0.81649 -0.44533 -4.11062
H: -1.36628 1.23628 -4.23880
H: -0.92914 1.32960 -1.74449
H: -0.40241 1.35505 2.66700
H: 0.53811 3.74595 1.21314
H: 0.08912 3.75721 2.93243
H: 2.54069 3.63412 2.73243
H: 3.29835 0.36093 4.39804
H: 3.62092 0.74923 2.70002
H: 4.07733 1.89951 3.97125

Output
**Net charge**: 0
**Frontier orbital gap**: 8.324 eV

=====

Formula: C2H9N3O
Source: the OMol25 dataset
Level of theory: the ωB97M-V functional and the def2-TZVPD basis

CARTESIAN COORDINATES (ANGSTROEM)
N: -0.22993 1.97038 0.08835
C: 0.50576 2.05706 -0.93093
N: 0.21746 1.48675 -2.13635
H: -0.28813 -0.16567 0.22316
H: -0.14945 2.72872 0.67746
H: 1.32771 2.75121 -0.87988
H: 0.81796 1.74858 -2.92384
H: -0.16746 0.52916 -2.21061
N: -0.71932 -2.16578 1.99891
C: 0.27673 -1.89982 0.91563
O: -0.23457 -1.10275 -0.19144
H: -0.48138 -2.99520 2.49364
H: -0.62435 -1.36069 2.63249
H: 0.59812 -2.80161 0.43005
H: 1.27112 -1.59534 1.52443

Output
**Net charge**: 0
**Frontier orbital gap**: 10.234 eV

=====

Formula: C27H32N6O3
Source: the OMol25 dataset
Level of theory: the ωB97M-V functional and the def2-TZVPD basis

CARTESIAN COORDINATES (ANGSTROEM)
C: 4.89549 0.12373 2.13067
H: 4.62155 0.34486 3.16208
O: 3.91533 -0.77279 1.66025
C: 4.03041 -1.24797 0.38460
C: 5.05044 -0.89422 -0.48895
C: 5.11419 -1.45933 -1.75091
C: 4.18072 -2.39693 -2.14754
C: 3.16189 -2.74934 -1.27864
C: 3.06034 -2.17661 -0.02261
C: 1.91922 -2.51115 0.90243
N: 0.78771 -1.62673 0.64635
C: 0.00025 -1.29190 1.81828
C: -0.59954 0.05965 1.66398
N: -1.87403 0.37862 1.73396
N: -1.94434 1.68938 1.55207
N: -0.79156 2.19254 1.38705
N: 0.10032 1.20226 1.45460
C: 1.50891 1.43108 1.35848
H: 1.73890 2.33554 1.93064
H: 2.03405 0.57572 1.78532
C: 1.99195 1.62439 -0.09347
C: 1.32174 2.81885 -0.79176
H: 0.61496 2.46935 -1.53828
C: 2.49807 3.57933 -1.40209
H: 2.32573 4.65102 -1.46843
C: 3.62182 3.22532 -0.43361
H: 4.61966 3.28398 -0.87216
H: 3.58507 3.87194 0.45723
O: 3.39158 1.87793 -0.07296
H: 2.72910 3.18897 -2.39299
H: 0.79310 3.43590 -0.06398
H: 1.82733 0.69340 -0.64541
H: 0.66321 -1.26755 2.68940
H: -0.81584 -2.00172 2.02586
C: -0.00208 -2.11227 -0.48613
C: -1.31308 -1.40420 -0.64423
C: -2.48128 -1.93777 -0.22028
C: -3.71014 -1.21839 -0.27494
C: -4.91755 -1.74547 0.19904
C: -6.06594 -0.98832 0.19453
C: -6.00298 0.32827 -0.27782
C: -4.83845 0.88733 -0.75661
C: -3.67864 0.09466 -0.77337
N: -2.49847 0.56873 -1.27721
C: -1.29551 -0.09104 -1.27561
O: -0.31490 0.42832 -1.78984
H: -2.47815 1.51207 -1.64431
C: -4.79013 2.31069 -1.22495
H: -5.76546 2.77706 -1.11679
H: -4.49844 2.37091 -2.27417
H: -4.07204 2.87391 -0.62873
H: -6.90281 0.92697 -0.25821
C: -7.36864 -1.53093 0.69877
H: -7.70115 -0.96459 1.56786
H: -8.13821 -1.44713 -0.06744
H: -7.27167 -2.57540 0.98278
H: -4.93034 -2.75691 0.57841
H: -2.49904 -2.92960 0.21286
H: -0.19915 -3.19474 -0.37969
H: 0.60151 -1.94377 -1.38277
H: 1.63428 -3.57044 0.77967
H: 2.25782 -2.36397 1.92892
H: 2.43553 -3.49092 -1.57870
H: 4.24111 -2.85029 -3.12526
H: 5.90901 -1.16711 -2.42130
H: 5.79346 -0.16916 -0.20079
H: 5.89190 -0.32917 2.11363
H: 4.89187 1.04513 1.54321

Output
**Net charge**: 0
**Frontier orbital gap**: 8.391 eV

=====

Formula: C40H31HfI2N9O8
Source: the OMol25 dataset
Level of theory: the ωB97M-V functional and the def2-TZVPD basis

CARTESIAN COORDINATES (ANGSTROEM)
Hf: -0.25211 -0.00022 0.29468
I: 0.30349 7.70996 -0.53837
C: 0.60446 5.66080 -0.35121
C: 1.16616 5.14232 0.80332
C: 1.34954 3.76521 0.94392
I: 2.21947 3.16186 2.73561
C: 0.96958 2.87954 -0.06429
O: 1.07722 1.55941 -0.00014
C: 0.41694 3.43832 -1.22346
C: -0.02638 2.47662 -2.28162
N: -1.05363 1.56262 -1.73863
C: -2.25005 2.30820 -1.35522
C: -2.23663 2.67368 0.10561
C: -2.91887 3.79592 0.54078
C: -2.94977 4.09968 1.88824
C: -2.28472 3.27136 2.77449
C: -1.61380 2.17841 2.27329
N: -1.58516 1.86792 0.96296
C: 0.23107 4.80235 -1.37395
H: 1.46980 5.79883 1.60700
H: 0.81866 1.87913 -2.60531
H: -0.41851 3.02502 -3.14453
H: -1.29336 0.86022 -2.42753
H: -3.12984 1.69728 -1.54499
H: -2.35966 3.22600 -1.93940
H: -3.40681 4.43163 -0.18739
H: -3.47819 4.97686 2.23990
H: -2.26573 3.46641 3.83732
H: -1.05213 1.53211 2.93079
H: -0.21730 5.18329 -2.28443
C: 5.21325 0.97505 -3.20729
C: 3.90116 0.34002 -2.82104
C: 2.81695 0.29996 -3.70073
C: 1.59780 -0.21325 -3.30291
C: 1.39575 -0.73181 -2.02230
N: 0.10783 -1.11968 -1.55786
C: -0.58156 -2.03177 -2.34313
C: 0.06776 -2.79301 -3.33275
C: -0.59778 -3.67104 -4.16258
C: -1.97166 -3.86245 -4.06466
C: -2.71113 -4.80147 -4.98477
C: -2.61844 -3.16852 -3.05873
C: -1.94719 -2.31367 -2.18623
N: -2.73268 -1.77481 -1.11203
C: -3.79168 -2.39183 -0.55151
C: -4.43985 -1.48382 0.24523
C: -3.68361 -0.32156 0.12261
N: -2.64305 -0.48799 -0.68798
C: 2.52183 -0.79452 -1.20157
C: 3.73174 -0.22528 -1.57014
N: 2.47313 -1.54588 0.01838
C: 3.47827 -2.25549 0.57181
C: 2.92768 -3.03598 1.55783
C: 1.55964 -2.72179 1.54252
N: 1.29048 -1.81796 0.61371
H: 5.20796 1.28615 -4.25190
H: 6.04561 0.28333 -3.06584
H: 5.41407 1.85760 -2.59645
H: 2.92368 0.70691 -4.70043
H: 0.75728 -0.20233 -3.98831
H: 1.13814 -2.68926 -3.43749
H: -0.02993 -4.22183 -4.90505
H: -2.28721 -4.78420 -5.98962
H: -3.76531 -4.53214 -5.06179
H: -2.66136 -5.83369 -4.62874
H: -3.69046 -3.28391 -2.94228
H: -3.99366 -3.42993 -0.75189
H: -5.29786 -1.64931 0.87230
H: -3.82559 0.61191 0.64285
H: 4.55114 -0.21818 -0.85947
H: 4.49130 -2.16635 0.22039
H: 3.43774 -3.73270 2.20108
H: 0.76126 -3.10468 2.15897
O: -2.86958 -1.20007 3.14204
C: -1.72808 -1.19000 2.74713
O: -1.37413 -1.24017 1.46975
C: -0.57090 -1.13137 3.69378
C: -0.68594 -1.73273 4.92745
C: 0.40897 -1.74796 5.77295
C: 1.61075 -1.19259 5.39993
C: 1.71572 -0.59670 4.16031
C: 0.62158 -0.48184 3.28529
O: 0.64850 0.22600 2.20442
N: 3.05754 -0.12185 3.77447
O: 3.31683 -0.06308 2.59337
O: 3.82175 0.19704 4.67110
N: 0.29778 -2.39547 7.09213
O: 1.28798 -2.42733 7.79199
O: -0.78238 -2.85559 7.39922
H: -1.61968 -2.19100 5.22308
H: 2.46802 -1.23485 6.05391

Output
**Net charge**: 0
**Frontier orbital gap**: 7.351 eV

=====

In Eh, the energy values for the records above are, in order, -421.90901 -568.97481 -7388.34119 -1776.44578 -321.05717 -1602.31994 -3281.10574.